(1)
Molecular formula: C31H24IMnN9O8
Method: DFT, ωB97M-V/def2-TZVPD

```
! wB97M-V def2-TZVPD RIJCOSX def2/J DEFGRID3
* xyz 0 6
Mn -0.032 0.537 -0.013
N -1.349 -0.208 -4.317
C -0.632 0.306 -3.282
N -0.525 -0.259 -2.128
C -1.129 -1.490 -1.897
N -0.994 -2.060 -0.717
N -0.345 -1.383 0.203
C -0.123 -1.917 1.407
C 0.752 -1.219 2.277
C 0.967 -1.542 3.631
C 1.824 -0.768 4.381
C 2.481 0.305 3.784
C 2.227 0.563 2.445
N 1.398 -0.159 1.715
C -1.941 -2.082 -2.940
C -2.670 -3.258 -2.764
C -3.497 -3.730 -3.771
C -3.609 -3.043 -4.967
C -2.893 -1.867 -5.164
C -2.068 -1.390 -4.162
H -1.460 0.328 -5.163
H -0.113 1.238 -3.458
H -0.626 -2.831 1.696
H 0.444 -2.378 4.065
H 1.976 -0.979 5.429
H 3.149 0.938 4.345
H 2.708 1.391 1.941
H -2.582 -3.775 -1.822
H -4.071 -4.632 -3.609
H -4.266 -3.405 -5.741
H -2.997 -1.320 -6.090
C 3.058 -1.783 -1.789
C 3.053 -0.314 -1.604
N 2.058 0.408 -1.132
C 2.443 1.719 -1.203
C 3.717 1.788 -1.726
N 4.076 0.488 -1.969
C 4.676 2.884 -2.022
O 4.264 4.107 -1.802
O 5.773 2.604 -2.448
C 1.456 2.793 -0.857
O 1.770 3.973 -1.032
O 0.326 2.367 -0.477
H 2.166 -2.208 -1.336
H 3.941 -2.231 -1.337
H 3.063 -2.022 -2.854
H 4.972 0.236 -2.361
H 3.304 4.169 -1.480
O 0.203 2.467 2.320
C -0.762 1.747 2.573
O -1.200 0.848 1.785
C -1.493 1.894 3.881
C -0.908 2.633 4.900
C -1.528 2.795 6.134
C -2.763 2.211 6.291
O -3.589 2.226 7.384
C -4.755 1.534 6.994
O -4.575 1.002 5.700
C -3.358 1.470 5.266
C -2.741 1.286 4.054
H 0.049 3.094 4.707
H -1.071 3.357 6.933
H -5.611 2.232 6.989
H -4.958 0.722 7.707
H -3.192 0.712 3.262
I -5.748 1.458 -3.262
C -4.165 1.554 -1.907
C -3.581 2.691 -1.387
N -2.573 2.264 -0.611
N -2.475 0.937 -0.605
C -3.448 0.480 -1.371
H -3.835 3.722 -1.521
H -1.898 2.808 -0.084
H -3.614 -0.569 -1.514
*
```

Calculated values
Energy relative to the best compared isomer or geometry (same formula, charge and spin) (eV): 1.435
Molar mass (Da): 832.4
Gap between HOMO and LUMO (spin up / spin down) (eV): 5.681 / 6.244
Energy (eV): -101751.369
HOMO level (spin up / spin down) (eV): -7.0 / -7.6

(2)
Molecular formula: C31H24N10NaO7
Method: DFT, ωB97M-V/def2-TZVPD

```
! wB97M-V def2-TZVPD RIJCOSX def2/J DEFGRID3
* xyz -2 2
Na 0.217 -0.239 -0.321
O -2.904 -1.050 2.676
C -2.593 -0.357 3.778
C -3.577 -0.116 4.742
C -3.273 0.585 5.895
C -1.983 1.063 6.106
C -1.013 0.834 5.140
C -1.294 0.132 3.976
C -0.269 -0.108 2.903
O -0.640 -0.890 1.951
N 0.849 0.527 3.050
N 1.786 0.460 2.055
C 2.509 -0.581 1.992
C 3.615 -0.680 1.017
C 4.139 -1.938 0.716
C 5.109 -2.040 -0.264
C 5.527 -0.888 -0.911
C 4.976 0.323 -0.508
N 4.063 0.437 0.442
H -2.009 -1.120 2.186
H -4.576 -0.494 4.558
H -4.048 0.764 6.633
H -1.741 1.616 7.006
H -0.006 1.211 5.257
H 2.320 -1.449 2.631
H 3.747 -2.814 1.214
H 5.513 -3.009 -0.540
H 6.247 -0.918 -1.720
H 5.278 1.249 -0.986
O -0.162 -4.513 1.068
C 0.043 -3.431 0.254
O 1.081 -2.813 0.286
C -1.123 -3.171 -0.657
C -2.112 -4.134 -0.800
C -3.157 -3.860 -1.674
C -3.170 -2.644 -2.322
C -2.129 -1.728 -2.110
N -1.108 -2.002 -1.305
C -2.186 -0.359 -2.834
O -3.333 -0.046 -3.215
O -1.092 0.168 -3.080
H 0.617 -4.535 1.644
H -2.062 -5.055 -0.238
H -3.952 -4.583 -1.823
H -3.971 -2.337 -2.977
N 3.026 -1.749 -3.743
C 2.362 -2.044 -2.619
N 1.956 -0.964 -2.022
C 2.403 0.052 -2.849
N 3.079 -0.396 -3.916
C 2.147 1.421 -2.533
C 2.498 2.459 -3.406
N 2.281 3.736 -3.183
C 1.660 3.988 -1.972
C 1.300 2.975 -1.113
N 1.506 1.680 -1.331
H 3.424 -2.364 -4.430
H 2.201 -3.052 -2.276
H 2.977 2.200 -4.347
H 1.459 5.023 -1.731
H 0.817 3.219 -0.171
O -1.210 1.307 0.099
N -1.973 2.227 -0.329
C -2.004 2.518 -1.653
C -2.830 3.516 -2.119
C -3.627 4.242 -1.247
C -3.571 3.929 0.104
C -2.744 2.921 0.544
H -1.368 1.891 -2.265
H -2.837 3.705 -3.183
H -4.277 5.027 -1.608
H -4.169 4.456 0.834
H -2.639 2.606 1.571
*
```

Calculated values
Energy relative to the best compared isomer or geometry (same formula, charge and spin) (eV): 0.000
Molar mass (Da): 671.6
Gap between HOMO and LUMO (spin up / spin down) (eV): 2.392 / 5.805
Energy (eV): -66187.285
HOMO level (spin up / spin down) (eV): 1.2 / -2.2

(3)
Molecular formula: C31H25AsN3O2Tc
Method: DFT, ωB97M-V/def2-TZVPD

```
! wB97M-V def2-TZVPD RIJCOSX def2/J DEFGRID3
* xyz 4 1
Tc 0.770 -0.109 0.362
C 5.289 -1.648 1.060
N 4.059 -1.517 1.870
C 4.049 -1.885 3.201
C 2.954 -1.748 3.972
C 1.769 -1.212 3.382
N 1.806 -0.874 2.077
C 2.942 -1.006 1.358
O 2.817 -0.595 0.138
N 0.658 -1.045 4.070
H 5.869 -2.477 1.455
H 5.868 -0.729 1.119
H 5.013 -1.861 0.033
H 4.980 -2.286 3.580
H 2.974 -2.040 5.012
H 0.610 -1.298 5.046
H -0.166 -0.644 3.651
C -0.906 5.026 -2.998
C 0.210 4.507 -3.643
C 0.628 3.212 -3.375
C -0.073 2.454 -2.440
C -1.191 2.971 -1.784
C -1.607 4.262 -2.073
As 0.387 0.632 -2.042
C -0.855 -0.227 -3.296
C -2.154 -0.567 -3.114
C -2.892 -1.083 -4.211
C -2.336 -1.262 -5.505
C -1.037 -0.943 -5.721
C -0.232 -0.442 -4.615
C 1.114 -0.195 -4.673
C 1.948 -0.416 -5.843
C 3.297 -0.287 -5.732
C 3.858 0.090 -4.492
C 3.077 0.359 -3.332
C 1.729 0.255 -3.417
H -1.230 6.034 -3.219
H 0.752 5.114 -4.356
H 1.507 2.824 -3.876
H -1.736 2.382 -1.055
H -2.477 4.675 -1.579
H -2.658 -0.435 -2.165
H -3.937 -1.340 -4.058
H -2.956 -1.645 -6.306
H -0.605 -1.061 -6.706
H 1.505 -0.689 -6.792
H 3.944 -0.461 -6.582
H 4.937 0.200 -4.428
H 3.570 0.666 -2.419
O -1.704 -1.931 0.450
C -0.811 -1.240 0.424
C -0.208 1.166 1.019
C -0.857 2.239 1.642
C -0.164 3.449 1.864
C -0.819 4.490 2.487
C -2.147 4.337 2.884
C -2.837 3.145 2.663
C -2.204 2.090 2.042
H 0.868 3.551 1.554
H -0.301 5.420 2.673
H -2.652 5.158 3.376
H -3.866 3.048 2.983
H -2.726 1.157 1.870
*
```

Calculated values
Energy relative to the best compared isomer or geometry (same formula, charge and spin) (eV): 0.520
Molar mass (Da): 644.5
Gap between HOMO and LUMO (eV): 3.643
Energy (eV): -104113.760
HOMO level (eV): -19.2